Below is C2H20HfO9 as an isolated structure at a distorted geometry, with properties calculated with ωB97M-V/def2-TZVPD.

The calculation puts the frontier orbital gap at 0.300 Eh. Its molar mass is 366.7 g mol⁻¹. As for the spin multiplicity: 1. As for the charge: +2. As for the energy above the lowest of the compared OMol25 structures with the same formula, charge and spin: 350.5 kJ/mol. Its HOMO energy is -16.76 eV. The value obtained for the total energy is -22117.7342 eV.

Last column: Mulliken charge in e.
Atoms and positions in Å:
Hf -0.39 0.69 -2.13  1.456
C 0.73 0.10 0.91  -0.677
O 0.27 0.00 -0.38  0.371
H 1.68 -0.46 1.11  0.311
H -0.14 -0.09 1.42  0.120
H 0.90 1.09 1.22  0.265
C 0.40 3.66 -1.24  -0.777
O 0.43 2.42 -1.86  -0.659
H -0.58 4.01 -1.48  0.379
H 1.17 4.39 -1.55  0.257
H 0.47 3.50 -0.20  0.355
O 0.24 -1.86 3.78  -0.644
H 0.16 -2.78 3.93  0.357
H 0.71 -1.92 2.99  0.290
O 1.97 -2.27 -0.73  -0.653
H 2.39 -1.61 -0.24  0.317
H 1.52 -2.61 0.00  0.339
O -1.72 1.66 -0.66  -0.381
H -2.63 1.61 -0.46  0.300
H -1.47 2.39 -0.09  0.297
O 1.98 0.27 -2.45  -0.397
H 2.57 -0.47 -2.56  0.305
H 2.62 1.00 -2.36  0.315
O 0.05 -1.43 -2.53  -0.566
H 0.60 -1.75 -1.81  0.314
H -0.01 -2.22 -3.08  0.375
O -2.50 -1.19 -0.01  -0.604
H -3.44 -1.18 0.32  0.321
H -2.00 -0.96 0.80  0.313
O -2.07 -1.00 2.88  -0.665
H -1.28 -1.35 3.26  0.367
H -2.64 -1.68 3.21  0.301



Below is C16H20BeN10Se as an isolated structure at a distorted geometry, with properties calculated with ωB97M-V/def2-TZVPD.

The calculation puts the frontier orbital gap at 0.274 Eh. Its molar mass is 440.4 g mol⁻¹. As for the spin multiplicity: 1. As for the charge: +2. As for the energy above the lowest of the compared OMol25 structures with the same formula, charge and spin: 0.0 kJ/mol. Its HOMO energy is -14.14 eV. The value obtained for the total energy is -97557.7401 eV.

Last column: natural (NBO) charge in e.
Atoms and positions in Å:
Be 0.35 0.04 0.17  1.567
N 0.94 0.56 3.34  -0.802
C 1.96 0.06 2.57  0.625
N 3.15 -0.04 3.15  -0.533
C 4.15 -0.50 2.32  0.609
N 5.31 -0.66 2.95  -0.715
N 4.02 -0.81 1.04  -0.506
C 2.81 -0.55 0.53  0.461
N 1.71 -0.20 1.23  -0.809
C 2.60 -0.67 -0.87  0.136
C 3.61 -1.03 -1.78  -0.165
C 3.27 -1.14 -3.13  -0.103
C 1.93 -0.92 -3.51  -0.212
C 1.02 -0.47 -2.54  0.079
N 1.28 -0.41 -1.23  -0.645
H 1.11 0.49 4.35  0.437
H 0.00 0.32 3.02  0.409
H 5.28 -0.53 3.94  0.430
H 6.15 -1.00 2.47  0.433
H 4.64 -1.16 -1.46  0.276
H 4.00 -1.39 -3.88  0.258
H 1.59 -1.06 -4.54  0.261
H 0.03 -0.14 -2.84  0.209
C -2.36 -2.58 -2.01  -0.421
N -3.11 -1.63 -1.21  -0.346
C -4.33 -1.02 -1.65  -0.058
C -4.69 -0.12 -0.71  -0.055
N -3.77 -0.20 0.38  -0.346
C -3.90 0.46 1.68  -0.406
C -2.84 -1.13 0.04  0.282
Se -1.34 -1.54 1.09  -0.338
H -1.96 -2.15 -2.96  0.216
H -3.00 -3.44 -2.25  0.245
H -1.54 -2.98 -1.44  0.248
H -4.71 -1.13 -2.68  0.263
H -5.59 0.48 -0.62  0.256
H -4.68 1.21 1.56  0.233
H -2.94 0.90 1.98  0.222
H -4.24 -0.26 2.45  0.242
N -0.59 3.70 0.69  -0.478
C -1.16 3.51 -0.54  -0.056
C -0.88 2.20 -0.88  -0.085
N -0.21 1.62 0.19  -0.739
C -0.08 2.54 1.11  0.219
H -0.73 4.50 1.31  0.455
H -1.52 4.37 -1.14  0.267
H -1.13 1.58 -1.73  0.228
H 0.40 2.32 2.06  0.251



Below is C25H56FN2O7Sr as an isolated structure at a distorted geometry, with properties calculated with ωB97M-V/def2-TZVPD.

The calculation puts the frontier orbital gap at 0.204 Eh. Its molar mass is 603.3 g mol⁻¹. As for the spin multiplicity: 1. As for the charge: -1. Its HOMO energy is -3.26 eV. The value obtained for the total energy is -47700.3757 eV.

Last column: Mulliken charge in e.
Atoms and positions in Å:
Sr -0.55 -0.57 0.77  0.483
C -3.56 -1.19 -1.42  -1.170
C -2.94 -1.43 -2.81  1.201
C -3.77 -0.61 -3.79  -0.859
C -3.08 -0.47 -5.15  -0.756
C -1.70 0.13 -5.03  -1.401
C -0.81 -0.63 -4.02  1.988
N -1.57 -0.93 -2.82  1.532
O -0.78 -1.56 -1.85  -0.759
C 0.35 0.32 -3.71  -2.089
C -0.26 -1.86 -4.77  -1.785
C -3.09 -2.93 -3.15  -1.927
H -4.39 -1.86 -1.18  0.504
H -3.90 -0.16 -1.33  0.139
H -2.82 -1.32 -0.63  0.071
H -3.90 0.40 -3.39  -0.025
H -4.73 -1.03 -4.12  0.369
H -3.76 0.03 -5.84  0.485
H -2.84 -1.47 -5.56  0.312
H -1.85 1.17 -4.67  0.331
H -1.25 0.32 -6.01  0.469
H 0.82 0.05 -2.76  -0.046
H 0.12 1.39 -3.74  0.406
H 1.15 0.17 -4.45  0.474
H 0.67 -2.20 -4.31  0.311
H 0.03 -1.60 -5.79  0.462
H -0.98 -2.66 -4.87  0.236
H -2.41 -3.50 -2.51  0.173
H -2.73 -3.24 -4.14  0.269
H -4.11 -3.28 -3.05  0.536
C 2.43 -1.60 3.24  -1.335
C 2.26 -0.20 3.91  1.110
C 3.60 0.50 3.63  -1.209
C 3.53 2.02 3.88  -0.943
C 2.38 2.62 3.09  -0.643
C 1.03 1.94 3.40  1.323
N 1.16 0.49 3.24  1.673
O -0.04 -0.26 3.32  -1.171
C 0.00 2.47 2.38  -1.665
C 0.56 2.37 4.79  -1.952
C 2.12 -0.45 5.42  -1.598
H 1.53 -2.18 3.42  -0.089
H 3.20 -2.06 3.86  0.522
H 2.79 -1.53 2.22  0.082
H 4.04 0.36 2.64  0.200
H 4.34 0.12 4.34  0.569
H 4.46 2.56 3.65  0.408
H 3.38 2.15 4.95  0.384
H 2.64 2.59 2.03  -0.116
H 2.30 3.64 3.49  0.555
H 0.40 2.21 1.40  -0.026
H -0.11 3.56 2.40  0.531
H -0.98 2.02 2.51  0.472
H -0.36 1.87 5.09  0.284
H 0.40 3.46 4.81  0.497
H 1.35 2.18 5.52  0.363
H 1.98 0.45 6.03  0.293
H 2.99 -0.95 5.85  0.435
H 1.21 -1.03 5.58  0.373
F -2.85 0.16 1.59  -1.023
C 2.37 2.18 -1.31  -1.168
C 2.56 0.76 -0.75  0.668
C 3.98 0.42 -0.30  -1.528
O 1.64 0.54 0.33  1.601
H 1.37 2.54 -1.08  -0.035
H 2.54 2.19 -2.39  0.363
H 3.04 2.91 -0.85  0.411
H 2.33 0.10 -1.58  0.345
H 4.69 0.39 -1.12  0.423
H 4.04 -0.56 0.19  0.282
H 4.35 1.16 0.41  0.353
H 2.10 0.82 1.14  -1.151
C -1.58 2.60 -1.25  -0.585
C -3.09 2.67 -1.15  -0.528
O -3.60 2.27 0.09  -0.606
O -1.16 1.30 -0.89  1.088
H -1.30 3.34 -0.49  0.255
H -1.14 2.85 -2.21  0.438
H -3.62 2.21 -2.00  0.041
H -3.36 3.73 -1.28  0.468
H -3.17 1.44 0.42  0.376
H -1.20 0.74 -1.70  -0.822
C -0.94 -3.69 1.91  -0.438
C -0.02 -3.81 0.68  -0.436
O 0.84 -2.68 0.52  -0.149
O -1.82 -2.60 1.81  -0.421
H -0.31 -3.60 2.80  0.164
H -1.52 -4.62 1.94  0.496
H -0.57 -3.93 -0.26  0.032
H 0.53 -4.76 0.77  0.479
H 1.65 -2.97 0.09  0.136
H -2.72 -2.89 1.95  0.212



Below is C5H6O3 as an isolated structure at a distorted geometry, with properties calculated with ωB97M-V/def2-TZVPD.

The calculation puts the frontier orbital gap at 0.314 Eh. Its molar mass is 114.1 g mol⁻¹. As for the spin multiplicity: 1. As for the charge: 0. As for the energy above the lowest of the compared OMol25 structures with the same formula, charge and spin: 427.7 kJ/mol. Its HOMO energy is -8.03 eV. The value obtained for the total energy is -11419.9796 eV.

Last column: natural (NBO) charge in e.
Atoms and positions in Å:
C 0.28 0.17 2.02  -0.630
C -0.80 -0.76 -1.43  0.207
C -0.48 0.33 -0.53  0.444
C 0.44 -0.03 0.55  -0.247
C 1.39 -0.62 -0.20  0.234
O 1.01 -0.58 -1.49  -0.556
O -1.44 -0.40 -2.54  -0.673
O -1.12 1.50 -0.62  -0.615
H -1.51 -1.18 -3.10  0.496
H -0.77 2.11 0.05  0.490
H 2.29 -1.16 0.05  0.187
H 1.25 0.29 2.50  0.226
H -0.21 -0.70 2.47  0.226
H -0.32 1.04 2.27  0.210